The following is a quantum chemistry calculation of a 11-piece molecular cluster, H22O11 overall in a non-equilibrium geometry, from the OMol25 dataset.

The geometry in XYZ format:
```
33
Properties=species:S:1:pos:R:3:forces:R:3
H 0.3725 -0.3591 0.1571 0.3 -0.1 -0.1
H -0.9789 0.2941 -0.0819 -0.2 -0.2 0.2
H 3.0408 0.5175 2.8971 -0.1 0.1 0.1
H 2.2672 -0.3204 3.9019 0.1 -0.1 -0.1
H -3.1680 -1.1629 -3.0440 0.0 0.0 0.0
H -2.8041 -1.1505 -4.5196 -0.1 0.0 0.0
H 2.7354 -1.8068 0.6345 -0.5 0.5 -0.3
H 3.2556 -0.9783 1.7977 -0.4 -0.1 0.3
H -1.7593 1.7596 3.2624 0.0 0.2 -0.1
H -1.8944 3.2662 3.4098 0.0 -0.1 -0.1
H -3.6915 2.7364 -1.1722 0.2 0.0 -0.1
H -3.9746 4.0901 -1.8025 0.1 0.0 0.0
H 3.6436 -2.8533 -1.1434 0.1 0.0 -0.2
H 4.2981 -1.9826 -0.0835 0.3 0.2 -0.3
H 1.6327 -1.0102 -3.1723 0.0 0.0 0.0
H 0.1140 -0.9507 -3.1555 0.0 0.0 0.1
H 1.1692 -5.4773 1.2988 0.0 -0.1 -0.1
H 0.4769 -4.5211 0.3415 0.0 0.0 -0.1
H 1.1209 1.5863 -0.3674 0.1 -0.1 -0.3
H 2.0066 1.6957 -1.5978 0.2 0.0 0.0
H -3.7217 3.9083 1.4105 0.0 -0.1 -0.2
H -4.5105 2.6914 0.9557 0.1 0.2 0.2
O -0.1676 0.0387 -0.5351 -2.7 -0.7 1.1
O 3.1467 -0.2066 3.5244 0.2 0.3 0.5
O -3.5310 -0.9645 -3.9146 0.2 0.0 0.1
O 2.5835 -0.9804 1.1068 -0.3 -0.2 0.6
O -1.2433 2.5736 3.2508 0.0 -0.1 0.1
O -3.4653 3.6705 -1.1000 -0.2 0.0 -0.1
O 3.7357 -1.9352 -0.8648 0.4 -0.8 -0.5
O 0.8836 -0.8847 -2.5789 0.2 -0.5 -0.8
O 0.8230 -5.4187 0.4012 0.1 0.1 0.1
O 1.6855 1.0619 -0.9464 2.1 1.8 -0.3
O -4.0811 3.0729 1.7297 -0.1 -0.1 0.2
```
Positions in Å, forces in eV/Å.

Kohn-Sham gap (hartree): 0.3437
Energy above the lowest of the compared OMol25 structures with the same formula, charge and spin (kcal per mole): 94.4
HOMO level (eV): -9.264
Electronic energy (eV): -22877.4215
Structure (SMILES): O.O.O.O.O.O.O.O.O.O.O

=====

The following is a quantum chemistry calculation of C2HO3Tb as an isolated structure in a non-equilibrium geometry, from the OMol25 dataset.

The geometry in XYZ format:
```
7
Properties=species:S:1:pos:R:3:forces:R:3
C 2.4680 -0.5770 1.8141 4.9 -2.6 3.7
O 3.5757 -0.8977 1.7797 -3.8 1.2 -0.6
C 0.1540 0.2148 1.2146 5.0 -3.6 1.8
O 1.1427 -0.2477 0.4997 -6.8 4.6 -2.1
O -0.1830 1.0551 2.0663 -0.1 -0.9 -3.1
Tb 1.1017 2.5919 0.8879 0.5 1.1 -0.3
H 0.9098 -0.8971 2.2101 0.3 0.2 0.5
```
Positions in Å, forces in eV/Å.

Kohn-Sham gap (alpha / beta) (hartree): 0.2558 / 0.3561
Total charge: +2
Energy above the lowest of the compared OMol25 structures with the same formula, charge and spin (kcal per mole): 128.9
HOMO level (alpha / beta) (eV): -18.060 / -20.725
Multiplicity: 7
Electronic energy (eV): -30638.6391
Expectation value of S²: 12.624